This record from the OMol25 dataset describes a molecular structure, C39H73InN3O3PS4Sb2 at a distorted geometry. The level of theory is wB97M-V/def2-TZVPD.

The total energy comes out at -4524.7201 a.u. Its charge is -2. The calculation puts the HOMO energy (spin up / spin down) at -1.567 / -1.564 eV. The value obtained for the HOMO-LUMO gap (spin up / spin down) is 3.67 / 4.17 eV.

Last column: Löwdin charge in e.
Positions of all 126 atoms, in Å:
In1 0.26388 0.20565 0.19363  0.88
C1 2.47968 1.99615 1.91423  -0.12
C2 1.62908 2.98585 1.43403  -0.21
C3 0.46118 2.97835 2.29333  -0.18
C4 0.65828 1.95845 3.22593  -0.09
C5 1.89978 1.35525 3.02133  -0.29
C6 2.57668 0.30875 3.86393  -0.56
C7 1.71068 -0.08545 5.06443  -0.07
C8 2.88538 -0.93095 3.01643  -0.08
C9 3.89878 0.88295 4.39283  -0.06
C10 -0.79342 3.83835 2.35203  -0.53
C11 -0.47912 5.33865 2.44263  -0.06
C12 -1.62212 3.52285 3.61033  -0.08
C13 -1.71102 3.54645 1.16223  -0.05
C14 2.10398 3.89235 0.30653  -0.53
C15 1.00608 4.29395 -0.68337  -0.05
C16 3.17278 3.17315 -0.53407  -0.07
C17 2.77218 5.14085 0.91293  -0.05
H1 3.47008 1.79205 1.55083  0.09
H2 -0.00732 1.70445 4.02993  0.08
H3 0.74558 -0.46505 4.73633  0.08
H4 1.53888 0.78305 5.69823  0.08
H5 2.20408 -0.85285 5.66293  0.07
H6 1.96018 -1.39435 2.67513  0.06
H7 3.45708 -1.66545 3.58573  0.06
H8 3.46698 -0.64585 2.14123  0.06
H9 3.70598 1.77245 4.99073  0.08
H10 4.54728 1.15565 3.56573  0.07
H11 4.41408 0.14355 5.00543  0.07
H12 0.18668 5.52505 3.28513  0.09
H13 -1.39902 5.90525 2.60153  0.07
H14 -0.01042 5.70645 1.53833  0.05
H15 -1.04592 3.69685 4.51653  0.08
H16 -1.96592 2.49275 3.59523  0.08
H17 -2.50012 4.16995 3.63763  0.07
H18 -1.23502 3.75625 0.21623  0.05
H19 -2.62702 4.13445 1.22893  0.08
H20 -1.96082 2.48735 1.16383  0.07
H21 0.45528 3.40255 -0.98207  0.07
H22 1.44978 4.74265 -1.57457  0.08
H23 0.32148 5.02075 -0.25697  0.06
H24 2.79718 2.21425 -0.88827  0.04
H25 4.08578 3.00125 0.02943  0.07
H26 3.43738 3.77855 -1.40127  0.08
H27 2.07788 5.69665 1.53443  0.05
H28 3.14548 5.80375 0.13063  0.07
H29 3.60968 4.83765 1.53923  0.08
S1 4.71408 -3.24505 -4.68887  -0.27
Sb1 2.44138 -2.85525 -4.82647  0.23
S2 1.59148 -2.19975 -2.42517  -0.15
S3 2.44008 -0.47505 -2.02177  0.00
S4 1.41968 -4.88085 -5.30327  -0.29
C18 -3.01352 -5.41455 -0.30837  -0.14
N1 -1.93032 -4.47035 -0.23507  -0.32
C19 -1.08492 -4.64095 0.92003  -0.12
P1 -2.17622 -2.92355 -0.87207  0.58
O1 -1.11012 -2.03045 -0.38497  -0.43
N2 -2.32612 -3.19235 -2.53207  -0.29
C20 -1.40512 -4.13395 -3.14287  -0.15
C21 -2.35272 -1.94275 -3.27397  -0.11
N3 -3.74992 -2.55745 -0.35037  -0.28
C22 -3.78012 -1.71855 0.83073  -0.12
C23 -4.84502 -2.29625 -1.25677  -0.13
H30 -2.61012 -6.42915 -0.40597  0.08
H31 -3.62472 -5.18035 -1.17637  0.07
H32 -3.64432 -5.37675 0.59133  0.08
H33 -0.60302 -5.62415 0.87863  0.07
H34 -1.65522 -4.57545 1.85873  0.08
H35 -0.31992 -3.86545 0.90763  0.06
H36 -1.35672 -5.04645 -2.55627  0.07
H37 -0.39622 -3.71955 -3.23287  -0.02
H38 -1.75892 -4.37445 -4.14827  0.08
H39 -1.34332 -1.61585 -3.54827  0.08
H40 -2.80332 -1.16385 -2.66357  0.05
H41 -2.92972 -2.08245 -4.19157  0.09
H42 -2.90452 -1.94635 1.43833  0.08
H43 -4.68942 -1.92585 1.40773  0.08
H44 -3.75402 -0.66015 0.55453  0.06
H45 -4.74312 -2.93155 -2.13307  0.07
H46 -4.87492 -1.24825 -1.56807  0.07
H47 -5.78542 -2.53595 -0.74537  0.08
C24 4.51038 -4.50035 2.84213  -0.24
C25 4.43888 -4.91545 1.39023  -0.47
Sb2 3.26488 -3.52465 0.13253  1.35
C26 3.08828 -5.08235 -1.40327  -0.47
C27 1.71508 -5.72325 -1.45657  -0.23
C28 5.05018 -2.66955 -0.80887  -0.47
C29 5.87208 -1.80265 0.12543  -0.20
H48 5.06718 -5.23255 3.43323  0.05
H49 3.50878 -4.42105 3.26013  0.05
H50 4.99888 -3.53385 2.95173  0.05
H51 3.96128 -5.89485 1.32333  0.03
H52 5.44528 -4.99895 0.98023  0.04
H53 3.85448 -5.83475 -1.19987  0.05
H54 3.30598 -4.61425 -2.36087  -0.03
H55 1.49668 -6.24945 -0.52637  0.05
H56 1.64748 -6.43515 -2.28097  0.06
H57 0.94598 -4.96835 -1.60957  0.02
H58 4.70478 -2.07255 -1.65087  -0.02
H59 5.63918 -3.49955 -1.20507  0.05
H60 5.25278 -1.01165 0.54533  0.05
H61 6.69488 -1.33165 -0.41497  0.06
H62 6.29258 -2.39055 0.94223  0.05
C30 -5.30862 5.95755 -3.52137  -0.07
C31 -4.60452 4.72705 -3.02397  -0.29
C32 -5.03612 4.08635 -1.87417  -0.02
C33 -4.37762 2.96805 -1.38347  -0.20
C34 -4.91452 2.26675 -0.17037  -0.04
C35 -3.24532 2.49645 -2.04847  -0.04
C36 -2.81252 3.11135 -3.22417  -0.20
C37 -1.64392 2.55875 -3.98367  -0.03
C38 -3.49862 4.22295 -3.69257  -0.02
C39 -2.47882 1.30285 -1.48027  -0.63
O2 -3.12442 0.27305 -1.26507  -0.04
O3 -1.25802 1.48995 -1.27387  -0.18
H63 -6.35502 5.95355 -3.22057  0.07
H64 -5.25612 6.02115 -4.60647  0.07
H65 -4.83862 6.85095 -3.10617  0.08
H66 -5.91382 4.45395 -1.35547  0.11
H67 -5.67172 2.87375 0.32763  0.07
H68 -4.11732 2.03705 0.53203  0.07
H69 -5.35762 1.31675 -0.46977  0.08
H70 -1.85762 1.53715 -4.29937  0.09
H71 -0.76352 2.50785 -3.34527  0.07
H72 -1.42612 3.16585 -4.86157  0.07
H73 -3.16962 4.70575 -4.60437  0.11